No. 1
83
Properties=species:S:1:pos:R:3 method="wB97M-V/def2-TZVPD" homo_energy_ev=-11.499 charge=+1
C 8.01431 0.00208 -3.55285
C 8.58251 1.30925 -3.57354
C 8.69288 2.96365 -3.75833
N 7.71967 3.65080 -2.77804
C 8.34259 4.22031 -1.52328
C 8.17232 5.83940 -1.33209
O 7.84565 6.26153 -0.07919
O 8.35847 6.87046 -2.36511
C 6.35592 3.70830 -3.08944
N 5.94427 3.02934 -4.37660
C 4.72265 2.15301 -4.21654
S 3.71992 2.31932 -5.82134
C 3.71255 2.57665 -2.99755
C 3.00561 1.17899 -2.41049
C 1.64015 1.65969 -1.63663
C 1.49171 1.04261 -0.09997
I -0.04825 1.14191 -2.94186
C 4.43412 3.28415 -1.70674
N 5.38333 4.37866 -2.14502
B 4.67094 5.56442 -2.76757
C 4.83403 6.11762 -4.30684
O 3.74278 6.34267 -1.87991
H 7.43989 -1.04279 -3.49685
H 8.52547 3.30126 -4.87317
H 9.82556 3.24518 -3.50640
H 7.88022 3.64852 -0.58340
H 9.51044 3.99289 -1.47679
H 7.72425 7.61725 -2.08294
H 5.87827 3.68498 -5.18523
H 5.01125 1.00137 -4.10013
H 2.62841 1.41477 -5.63120
H 2.82035 3.21304 -3.42865
H 2.84892 0.36602 -3.23736
H 3.72451 0.72625 -1.57407
H 1.68215 2.83388 -1.51923
H 1.23226 1.86820 0.70057
H 2.50917 0.55020 0.26708
H 0.65513 0.19624 -0.06343
H 3.68170 3.76990 -0.93250
H 5.06561 2.48699 -1.11247
H 4.65755 7.29673 -4.36898
H 3.99309 5.59833 -4.97638
H 5.85635 5.84476 -4.82534
H 4.13163 6.17772 -0.95170
C -0.61493 -2.22217 3.29861
C -0.68771 -0.73730 3.59683
C -2.06014 -0.27524 3.98392
O -2.07235 1.07165 3.54728
C -1.18879 1.15091 2.50789
O -1.09803 2.10064 1.75130
O -0.42163 0.02211 2.42777
H -1.09583 -2.45871 2.34321
H 0.43035 -2.53583 3.20669
H -1.08205 -2.81540 4.09045
H 0.05337 -0.46615 4.35820
H -2.22432 -0.33199 5.06426
H -2.86523 -0.81572 3.47374
C -7.14100 -4.10503 1.23338
C -6.54490 -2.99805 2.08092
C -5.12991 -2.66540 1.71481
O -4.58916 -2.20446 2.93957
C -5.30493 -2.81133 3.93289
O -4.98403 -2.81927 5.10747
O -6.42776 -3.41070 3.43376
H -6.71575 -5.07937 1.49760
H -8.21885 -4.17691 1.41373
H -6.98380 -3.92404 0.16583
H -7.18465 -2.10808 2.04780
H -5.07503 -1.88416 0.95063
H -4.54829 -3.53134 1.37945
C -9.68552 -8.76539 3.38471
C -9.75830 -7.28052 3.68293
C -11.13073 -6.81846 4.07002
O -11.14294 -5.47157 3.63338
C -10.25938 -5.39232 2.59399
O -10.16862 -4.44258 1.83740
O -9.49223 -6.52112 2.51387
H -10.16642 -9.00193 2.42931
H -8.64025 -9.07905 3.29279
H -10.15264 -9.35862 4.17655
H -9.01722 -7.00938 4.44430
H -11.29492 -6.87521 5.15036
H -11.93583 -7.35894 3.55984

=====

No. 2
78
Properties=species:S:1:pos:R:3 method="wB97M-V/def2-TZVPD" homo_energy_ev=-5.872
C 2.67771 1.83413 2.33906
C 1.25327 1.92619 2.38654
C -0.36002 1.52504 2.57089
C -0.92494 0.60290 1.33987
N -0.41976 -0.68262 0.72482
C 0.85351 -1.32412 1.21438
C 0.80354 -2.94591 1.41874
C 2.13467 -3.55620 0.64570
C 2.47166 -5.11748 1.00745
N 3.94026 -5.44002 1.17330
C 4.37082 -4.97516 2.54621
C 4.81212 -4.79918 0.11839
C 4.56745 -4.83496 -1.50741
O 5.91325 -4.11118 0.53119
C -1.39937 -1.01581 -0.37465
C -1.30590 -2.30199 -1.38477
C -0.40243 -1.74799 -2.81908
C -1.37027 -1.61682 -4.25432
O -0.81137 -0.34490 -3.37452
C -2.64818 0.08922 -0.50096
C -3.93917 0.11753 -1.51026
C -5.06946 -1.03739 -1.22944
C -5.57630 -1.14994 0.32620
F -4.57385 -1.86037 1.16140
F -6.81418 -2.01446 0.31348
F -6.01587 0.15885 0.90003
N -2.20101 1.04485 0.60102
C -3.06649 2.27131 0.79254
C -2.90722 3.28648 -0.48939
P -1.15250 4.11378 -0.60315
O -0.12421 2.92236 -0.73861
O -1.13652 4.98886 -2.10723
C 0.17450 5.58483 -2.40218
C 1.23961 4.56429 -3.14596
O -0.98461 5.08676 0.82736
C 0.41808 5.35461 1.17439
C 0.49744 5.40154 2.83231
H 3.80846 1.92088 2.71252
H -0.92548 2.53642 2.73348
H -0.50180 0.89818 3.57447
H 1.09654 -0.85789 2.28471
H 1.75156 -1.04288 0.51701
H 0.98151 -3.17322 2.57480
H -0.20239 -3.46369 1.12528
H 2.05295 -3.49522 -0.53841
H 3.02723 -2.81932 0.93900
H 1.93928 -5.49583 2.00693
H 2.04632 -5.82678 0.14918
H 5.48420 -5.28403 2.82441
H 3.68523 -5.52035 3.33660
H 4.20562 -3.81646 2.61314
H 5.59842 -5.06703 -2.06263
H 4.31096 -3.71181 -1.82126
H 3.70532 -5.55286 -1.84450
H -0.69735 -3.21530 -0.98145
H -2.38447 -2.57695 -1.78544
H 0.77924 -2.14903 -2.94994
H -2.52080 -1.42697 -4.15756
H -0.71291 -1.24803 -5.15320
H -4.52325 1.15814 -1.49537
H -3.51760 0.03108 -2.62375
H -4.68736 -2.06708 -1.63426
H -6.02581 -0.73536 -1.87686
H -2.84078 2.89477 1.75671
H -4.21550 1.97716 0.84272
H -3.70743 4.15417 -0.37460
H -3.08370 2.79375 -1.53638
H -0.03180 6.45409 -3.19429
H 0.70510 6.10145 -1.49673
H 1.96226 5.21815 -3.80020
H 1.90107 4.02377 -2.31208
H 0.71807 3.79575 -3.87165
H 0.80000 6.39435 0.75043
H 1.18350 4.53648 0.83686
H 1.35891 4.70375 3.21482
H 0.62012 6.53215 3.12982
H -0.51274 4.95901 3.22512
F 4.44500 -2.53442 3.85923

=====

No. 3
73
Properties=species:S:1:pos:R:3 method="wB97M-V/def2-TZVPD" homo_energy_ev=-6.944 charge=+1 e_above_lowest_kcal_mol=50.95
C 0.87560 -2.91273 -4.15985
C 1.23642 -1.67087 -3.65565
C 0.22653 -0.61705 -3.70130
C -1.17191 -0.98815 -3.72059
C -1.49434 -2.30734 -4.12184
C -0.48175 -3.23706 -4.35485
C -2.11780 -0.01023 -3.40539
C -1.75327 1.36685 -3.46299
C -0.31980 1.63276 -3.48204
C 0.12949 2.98196 -3.17157
C -0.73383 4.00652 -3.35004
C -2.12489 3.77103 -3.51453
C -2.60769 2.48334 -3.53037
H 1.63368 -3.69467 -4.30792
H -2.55386 -2.54081 -4.30199
H -0.73260 -4.26046 -4.70531
H -3.07854 -0.31463 -2.98014
H -0.37438 5.05045 -3.25235
H -2.79875 4.64227 -3.60018
H -3.69177 2.26658 -3.67267
N 0.61158 0.66696 -3.66110
Ga 0.15310 0.18563 -0.46495
C 2.49178 -1.37013 -2.80984
H 2.93659 -0.40409 -3.06961
H 3.23106 -2.16784 -2.85697
C 1.44850 3.05544 -2.43447
H 2.22720 2.48256 -2.96515
H 1.76580 4.09190 -2.28633
P 1.80727 -1.32168 -1.04424
P 1.18829 2.30016 -0.73302
C 0.13759 3.54010 0.11547
H -0.20075 3.13522 1.06870
H 0.69063 4.47714 0.31785
H -0.75543 3.79313 -0.47413
C 2.80410 2.32674 0.07536
H 3.09885 3.35636 0.32187
H 2.76596 1.73464 0.99459
H 3.56184 1.89713 -0.59808
C 1.19116 -2.99046 -0.68175
H 2.03459 -3.70646 -0.62224
H 0.67369 -2.97072 0.29256
H 0.47675 -3.32057 -1.45287
C 3.24036 -1.02128 0.00974
H 2.85861 -0.77250 1.00514
H 3.86232 -1.92823 0.06190
H 3.84518 -0.18578 -0.38721
H -1.24085 -0.06423 -0.97127
H -1.09505 0.12452 1.29025
C 1.38161 0.76092 4.77101
C 1.56307 1.05676 3.31001
O 0.89320 -0.01365 2.49954
P -0.65292 -0.30268 2.56680
O -1.40857 0.52856 3.63522
C -2.69576 0.24526 4.55914
C -2.16049 -0.49057 5.74477
O -0.92080 -1.84240 2.74145
C -2.16181 -2.62131 2.35558
C -1.95891 -4.01493 2.87556
H 0.35357 0.98146 5.07298
H 2.04936 1.39930 5.37243
H 1.65161 -0.27154 5.00036
H 1.16192 2.03570 2.98720
H 2.60068 0.95026 3.00939
H -3.01224 1.27085 4.74677
H -3.40739 -0.32937 3.95847
H -1.38746 0.10390 6.23969
H -2.94257 -0.72613 6.47628
H -1.70643 -1.41871 5.42838
H -3.04336 -2.16661 2.80942
H -2.25892 -2.61103 1.26073
H -1.95534 -4.04947 3.96547
H -2.82210 -4.58869 2.52149
H -1.03722 -4.47728 2.50322